1.
A cluster of 2 separate species, C2H4N2O2 in total. Source: the Open Molecules 2025 dataset; level of theory: ωB97M-V/def2-TZVPD.

Structure (XYZ):
```
10
Properties=species:S:1:pos:R:3:forces:R:3:lowdin_charge:R:1
C 0.2262 -0.8354 -0.5918 0.237 -0.212 -0.491 -0.0663
C -0.5705 0.0968 0.2485 0.228 0.161 -0.131 -0.3089
N 0.4013 -3.6526 0.6661 -0.898 -0.771 0.936 -0.0046
N -0.3756 -4.0532 1.3323 0.943 0.578 -0.860 0.0082
O 0.8741 -0.1743 -1.5428 -0.392 0.143 0.508 0.0050
O -0.6137 1.4635 -0.0761 0.104 0.272 -0.147 -0.0624
H -0.1722 -0.0488 1.2700 -0.044 -0.108 -0.128 0.1228
H -1.5983 -0.2872 0.2722 0.125 -0.113 -0.012 0.1224
H 1.4001 -0.7852 -2.0824 -0.221 0.007 0.303 0.1107
H 0.1288 1.6508 -0.6635 -0.082 0.043 0.022 0.0731
```
Positions in Å, forces in eV/Å.

Computed properties:
Relative energy (zero: lowest compared OMol25 entry of this formula, charge and spin), eV: 3.2685
HOMO, eV: -8.85
Kohn-Sham gap, eV: 9.45
LUMO level, hartree: 0.02192
Total energy, Ha: -338.53308
Strongest force on any atom, eV/Å: 1.509

2.
A structure of composition C9H17ClINNdO2P. Source: the Open Molecules 2025 dataset; level of theory: ωB97M-V/def2-TZVPD.

Structure (XYZ):
```
33
Properties=species:S:1:pos:R:3:forces:R:3:lowdin_charge:R:1
C 5.6201 -5.3133 0.1681 -0.235 0.160 0.340 -0.0281
C 4.7284 -4.3295 -0.5767 0.847 0.145 -4.481 -0.6024
H 6.2832 -5.7974 -0.5760 -0.539 0.460 0.220 0.1166
H 5.0212 -6.0833 0.6690 0.016 0.304 -0.033 0.1011
H 6.2351 -4.7928 0.9116 -0.285 -0.024 -0.088 0.1010
O 4.7315 -4.1147 -1.7543 -0.181 -0.515 3.587 0.0611
I 3.1107 -2.9973 0.5121 0.085 -0.047 0.427 0.6091
Nd 1.0495 -0.1688 0.1431 0.353 -0.777 1.270 1.1765
P -1.4586 -1.6172 -0.2461 -0.855 -1.634 0.856 0.6647
C -2.6384 -1.7504 -1.6032 -0.141 0.244 -0.579 -0.2698
C -0.7762 -3.3183 -0.3048 0.236 -0.121 -0.163 -0.2896
H -2.0908 -1.9752 2.0776 -0.195 0.042 -0.123 0.0308
H -3.2130 -2.7858 0.9206 0.313 0.483 0.089 0.0722
H -3.3172 -1.0123 1.1898 0.119 -0.219 0.133 0.0623
C -2.6324 -1.8674 1.1328 0.000 0.353 0.290 -0.2546
H -0.1219 -3.5219 0.5553 -0.251 -0.027 -0.246 0.0122
H -1.6620 -3.9858 -0.2846 0.648 0.206 -0.021 0.0707
H -3.2530 -2.6590 -1.4596 0.356 0.454 -0.034 0.0780
H -2.1119 -1.8201 -2.5562 -0.173 -0.001 -0.097 0.0570
H -0.2130 -3.4714 -1.2385 -0.155 -0.128 0.304 0.0528
H -3.2933 -0.8768 -1.6107 -0.028 -0.072 -0.132 0.0606
C -0.4737 0.6877 -1.7739 -2.716 2.617 -3.930 -0.1500
O -1.1516 1.2433 -2.5312 2.545 -2.362 3.088 0.1434
Cl 0.6430 -0.8006 2.5379 0.047 0.263 -0.836 -0.1223
C -1.1092 5.4721 1.1442 -0.118 -0.133 0.247 -0.0605
C -0.3104 4.6956 0.0667 -0.304 0.548 0.142 -0.1730
C -0.0544 3.2709 0.2833 0.724 -1.186 -0.150 -0.0798
N 0.2644 2.1491 0.3126 -0.515 1.860 0.226 0.0041
H -2.1273 5.0830 1.2501 0.279 -0.031 0.044 0.0882
H -1.2057 6.5292 0.8622 0.202 -0.411 -0.174 0.0967
H -0.5959 5.4498 2.1106 -0.154 -0.114 -0.175 0.0896
H -0.8297 4.7702 -0.8970 0.123 -0.110 0.050 0.1387
H 0.6730 5.1676 -0.0565 -0.045 -0.227 -0.051 0.1430
```
Positions in Å, forces in eV/Å.

Computed properties:
Net charge: +2
Relative energy (zero: lowest compared OMol25 entry of this formula, charge and spin), eV: 0.0000
HOMO (spin up / spin down), eV: -15.43 / -15.44
Kohn-Sham gap (spin up / spin down), eV: 7.60 / 7.72
LUMO level (spin up / spin down), hartree: -0.28807 / -0.28358
Total energy, Ha: -2218.52597
Multiplicity: 4
Strongest force on any atom, eV/Å: 5.447

3.
A structure of composition C6H14ErO3. Source: the Open Molecules 2025 dataset; level of theory: ωB97M-V/def2-TZVPD.

Structure (XYZ):
```
24
Properties=species:S:1:pos:R:3:forces:R:3:lowdin_charge:R:1
C -0.1930 -1.5500 3.7773 -0.314 -0.149 0.258 -0.1069
O 0.4405 -0.9023 2.7011 0.067 0.600 -0.075 -0.2228
C 1.0425 -1.7917 1.7953 0.080 -0.328 0.054 -0.2144
C 1.6971 -1.0048 0.6910 0.595 -0.499 -0.050 -0.1861
O 0.7123 -0.6097 -0.2403 -0.031 -0.213 -0.286 -0.1778
C 1.0885 0.4771 -1.0467 1.073 -0.038 0.554 -0.2274
C 0.1195 0.5471 -2.2003 0.736 0.625 -0.495 -0.1763
O -0.8891 1.4866 -1.8870 -1.178 0.317 1.282 -0.4998
C -1.7641 1.7811 -2.9617 -0.223 0.210 -0.655 -0.1155
Er -2.1136 1.7220 0.3757 0.722 -0.298 -0.614 1.2386
H -0.5796 -0.7813 4.4561 0.152 -0.140 -0.187 0.0924
H -1.0460 -2.1454 3.4090 0.254 -0.049 0.207 0.0941
H 0.5122 -2.1875 4.3368 -0.240 0.087 -0.197 0.0989
H 0.2680 -2.4622 1.3788 0.361 0.017 0.004 0.1397
H 1.8187 -2.3955 2.2991 -0.270 0.069 -0.072 0.1396
H 2.4340 -1.6271 0.1577 -0.134 0.026 0.211 0.1424
H 2.2607 -0.1557 1.1130 -0.366 0.022 -0.049 0.1409
H 2.0992 0.5675 -1.4723 0.235 -1.695 -0.213 0.1379
H 1.3176 1.2680 -0.3114 -1.454 1.100 -0.513 0.1296
H -0.3305 -0.4163 -2.4862 0.238 0.049 0.610 0.1519
H 0.6633 0.8729 -3.1007 -0.257 0.273 0.192 0.1422
H -1.2057 2.3389 -3.7282 -0.288 -0.147 0.139 0.1132
H -2.1933 0.8644 -3.3941 0.118 0.240 0.129 0.1104
H -2.5699 2.4105 -2.5616 0.125 -0.079 -0.236 0.0554
```
Positions in Å, forces in eV/Å.

Computed properties:
Net charge: +1
Relative energy (zero: lowest compared OMol25 entry of this formula, charge and spin), eV: 2.2972
HOMO (spin up / spin down), eV: -10.62 / -11.04
Kohn-Sham gap (spin up / spin down), eV: 7.25 / 6.84
LUMO level (spin up / spin down), hartree: -0.12399 / -0.15454
Total energy, Ha: -1477.38279
Multiplicity: 4
Strongest force on any atom, eV/Å: 1.894